Arrangement P

9
Properties=species:S:1:pos:R:3 method="wB97M-V/def2-TZVPD" multiplicity=1 gap_ev="7.49 / 7.66" homo_energy_ev="-11.1 / -11.2"
C -0.414 0.502 -0.315
C 0.738 -0.627 -0.011
O 1.098 -1.282 -1.057
F 2.781 -0.968 -2.113
H -0.176 1.467 0.003
H -0.607 0.502 -1.444
H -1.415 0.225 0.217
H 0.256 -1.324 0.837
H 1.434 -0.017 0.624

***

Arrangement Q

9
Properties=species:S:1:pos:R:3 method="wB97M-V/def2-TZVPD" multiplicity=1 gap_ev=9.93 homo_energy_ev=-9.0
C 0.387 0.458 -0.607
C -0.747 -0.833 0.339
O 1.545 0.604 0.026
F -0.964 -0.377 1.575
H 0.634 0.024 -1.633
H -0.200 1.496 -0.648
H -1.623 -0.586 -0.267
H -0.461 -1.845 0.220
H 1.428 1.060 0.995

***

Ranking the structures above by energy, arrangement Q is first and the second is 4.059 eV behind.